{"formula": "C3H4N2O2", "method": "ωB97M-V with the def2-TZVPD basis set", "species": ["C", "C", "N", "C", "N", "O", "O", "H", "H", "H", "H"], "xyz": [[0.945, -0.597, -0.065], [-0.173, 0.524, -0.658], [1.052, -0.511, 1.278], [-1.446, -0.137, -0.383], [0.123, 1.678, -1.045], [1.712, -1.133, -0.811], [-1.460, -1.001, 0.492], [0.262, -0.167, 1.801], [1.891, -0.878, 1.701], [-0.676, 2.309, -1.151], [-2.228, -0.087, -1.159]], "forces_ev_per_angstrom": [[0.13, 3.15, -1.19], [1.62, -1.47, 1.74], [-0.01, 0.03, -0.15], [-0.67, -2.27, 0.16], [0.33, 0.10, 0.25], [0.09, -0.69, -0.15], [-1.05, 1.44, -1.01], [0.41, -0.22, 0.17], [-0.29, -0.10, 0.16], [-0.09, -0.36, -0.37], [-0.47, 0.39, 0.40]], "smiles": "[H]/N=C(\\C=O)C(N)=O", "e_tot_ha": -376.65610, "fmax_ev_per_a": 3.37, "homo_lumo_gap_ev": 8.712}